# 1
Here is C13H10N2O2S in the gas phase from the OMol25 dataset. Energies are from ωB97M-V with the def2-TZVPD basis set.

Element x y z (Å)
S (1.33, 2.35, -2.09)
O (3.76, 3.03, 0.92)
O (3.52, 3.91, -1.13)
N (-0.79, 0.45, -2.22)
N (-1.28, -0.46, -1.37)
C (1.50, 1.24, 0.29)
C (0.44, 0.58, -0.36)
C (-1.35, 0.62, -3.52)
C (-2.38, -2.86, 1.92)
C (0.00, -1.44, 1.95)
C (-2.07, -2.02, 0.87)
C (-0.57, -0.42, -0.24)
C (-0.32, -2.28, 3.00)
C (0.24, 1.09, -1.66)
C (3.18, 3.06, -0.14)
C (2.07, 2.20, -0.50)
C (-0.88, -1.30, 0.87)
C (-1.51, -2.99, 2.99)
H (-1.73, 1.64, -3.64)
H (-3.31, -3.41, 1.92)
H (0.37, -2.38, 3.82)
H (1.85, 1.05, 1.29)
H (0.93, -0.90, 1.95)
H (4.26, 4.46, -0.84)
H (-2.74, -1.91, 0.03)
H (-2.17, -0.09, -3.63)
H (-1.75, -3.64, 3.82)
H (-0.60, 0.44, -4.29)

Summary:
multiplicity	1
SMILES string	Cn1nc(-c2ccccc2)c2cc(C(=O)O)sc21
net charge	0

# 2
Here is C5H11NOS in the gas phase from the OMol25 dataset. Energies are from ωB97M-V with the def2-TZVPD basis set.

Element x y z (Å)
S (1.24, -1.78, 1.73)
O (0.42, 1.91, -1.16)
N (-0.97, 0.10, -1.00)
C (-1.04, 0.13, -2.46)
C (-0.10, 1.06, -0.48)
C (1.53, -0.14, 0.95)
C (0.33, 0.80, 0.95)
C (-2.25, 0.06, -0.28)
H (-0.10, -1.79, 1.70)
H (-1.77, -0.63, -2.77)
H (-0.11, -0.30, -2.83)
H (-3.10, -0.15, -0.93)
H (-1.28, 1.10, -2.87)
H (2.33, 0.26, 1.56)
H (-2.29, -0.77, 0.44)
H (0.59, 1.76, 1.40)
H (-0.50, 0.36, 1.50)
H (1.94, -0.39, -0.03)
H (-2.47, 1.01, 0.23)

Summary:
multiplicity	1
energy relative to the best compared isomer or geometry (same formula, charge and spin)	30.89	kcal per mole
SMILES string	CN(C)C(=O)CCS
net charge	0

# 3
Here is a molecular structure, C34H38HfN5O4S from the OMol25 dataset. Energies are from ωB97M-V with the def2-TZVPD basis set.

Element x y z (Å)
Hf (-0.07, -0.41, -0.42)
S (3.29, 1.33, 3.55)
O (-0.56, 1.24, 0.47)
O (-1.80, 2.98, 1.08)
O (0.24, -1.65, 1.67)
O (-3.15, 4.24, -0.68)
N (0.67, 1.02, 3.07)
N (2.16, 0.72, 1.26)
N (-2.25, -0.79, 0.98)
N (-1.25, -2.29, -1.19)
N (1.38, -3.27, 2.72)
C (-1.91, -1.40, 3.90)
C (0.28, -0.57, -4.27)
C (-2.42, 1.16, -3.40)
C (-1.99, 0.79, 5.60)
C (-2.02, 2.17, -1.14)
C (5.50, 1.02, -0.31)
C (-2.36, -0.18, 3.42)
C (4.14, 0.80, -0.22)
C (1.22, -2.40, 1.69)
C (3.51, 0.88, 1.03)
C (-1.49, 2.18, 0.15)
C (-1.53, -0.44, 6.08)
C (-3.01, -3.74, -1.07)
C (6.27, 1.31, 0.81)
C (-2.40, 0.91, 4.28)
C (-3.21, 2.20, -3.69)
C (-0.06, 0.93, -2.20)
C (-1.49, -1.53, 5.22)
C (0.38, 1.93, -4.52)
C (-2.17, -4.16, -2.11)
C (-2.87, 3.25, -1.55)
C (0.64, 0.75, -3.57)
C (1.76, -1.78, -0.68)
C (-2.42, -2.60, -0.52)
C (-2.90, -0.01, 2.02)
C (2.27, -2.40, 0.62)
C (1.88, 0.99, 2.52)
C (4.31, 1.21, 2.14)
C (-1.65, 1.04, -2.11)
C (2.15, 0.71, -3.31)
C (-2.90, -1.80, 0.54)
C (-1.12, -3.24, -2.14)
C (-3.40, 3.31, -2.81)
C (5.67, 1.41, 2.05)
H (-2.03, 1.65, 6.26)
H (-0.06, 1.19, 2.36)
H (-3.93, -4.20, -0.74)
H (-1.87, -2.26, 3.24)
H (6.25, 1.65, 2.94)
H (0.31, -1.39, -3.55)
H (3.54, 0.58, -1.09)
H (0.31, 1.90, -1.84)
H (-2.29, -5.00, -2.76)
H (7.34, 1.47, 0.71)
H (-1.13, -2.48, 5.59)
H (1.40, -2.60, -1.31)
H (-0.28, -3.25, -2.82)
H (-0.72, -0.54, -4.71)
H (-0.68, 2.06, -4.70)
H (2.70, 0.84, -4.25)
H (2.44, 1.51, -2.63)
H (-2.01, 0.07, -1.64)
H (-2.74, 1.87, 3.90)
H (0.88, 1.77, -5.48)
H (-2.84, 1.04, 1.76)
H (-4.02, 4.15, -3.09)
H (-3.75, 2.20, -4.64)
H (2.19, -3.85, 2.79)
H (-3.88, -2.07, 0.95)
H (-2.71, 3.97, 0.17)
H (0.74, -3.21, 3.50)
H (0.56, 1.43, 3.98)
H (2.44, -0.25, -2.88)
H (0.77, 2.85, -4.08)
H (-1.22, -0.54, 7.11)
H (2.64, -1.39, -1.20)
H (5.98, 0.98, -1.29)
H (3.10, -1.80, 1.02)
H (-3.97, -0.27, 2.06)
H (0.99, -0.77, -5.07)
H (2.65, -3.42, 0.51)
H (-2.43, 0.29, -4.04)

Summary:
multiplicity	1
energy relative to the best compared isomer or geometry (same formula, charge and spin)	0.00	kcal per mole
net charge	-1

# 4
Here is C24H49FN4O6P2 in the gas phase from the OMol25 dataset. Energies are from ωB97M-V with the def2-TZVPD basis set.

Element x y z (Å)
P (0.80, 1.40, -0.06)
P (4.71, -2.45, -3.14)
F (4.01, 1.95, 1.10)
O (1.18, 2.55, 0.81)
O (1.16, -1.14, -0.67)
O (6.25, -3.30, 0.71)
O (-0.83, 1.08, 0.26)
O (0.88, 1.86, -1.66)
O (3.48, -0.77, -1.37)
N (-0.10, -3.57, 2.96)
N (4.53, -1.38, -4.29)
N (4.23, -2.94, -0.50)
N (1.40, -0.70, 1.61)
C (1.75, -0.21, 0.28)
C (-3.80, 0.15, -1.65)
C (-1.27, -0.41, 4.60)
C (0.14, -2.86, 1.91)
C (1.23, -0.09, 4.09)
C (-3.21, 1.76, -3.67)
C (-4.54, -0.41, 2.17)
C (2.08, 0.00, 2.72)
C (5.57, 1.37, -2.27)
C (-2.77, -0.11, 4.12)
C (-4.83, -0.18, -0.48)
C (-0.99, -2.75, 0.83)
C (-3.09, -0.76, 2.72)
C (-4.65, 3.76, -4.66)
C (4.49, -1.75, -1.38)
C (1.56, -2.16, 1.78)
C (-3.98, 2.35, -4.93)
C (3.94, 1.30, -0.17)
C (-0.21, 0.56, 3.94)
C (-4.46, 0.54, 0.88)
C (3.31, -0.14, -0.08)
C (5.45, 1.32, -0.69)
C (5.22, -3.19, 0.21)
C (-4.15, 1.48, -2.43)
H (-4.70, 1.61, -5.39)
H (3.86, -0.71, 0.73)
H (5.97, 0.36, -2.60)
H (-3.78, -0.67, -2.43)
H (-2.74, 0.21, -1.26)
H (0.30, 2.65, -1.72)
H (-2.70, 0.82, -4.04)
H (-1.13, -1.69, 0.48)
H (6.29, 2.14, -2.65)
H (-1.29, -0.27, 5.72)
H (-1.38, 1.75, -0.20)
H (1.16, -1.19, 4.37)
H (5.52, -1.37, -1.10)
H (-3.37, 0.87, 0.81)
H (-1.08, -1.51, 4.43)
H (4.29, -0.47, -3.87)
H (-5.72, 3.62, -4.34)
H (-5.09, 0.18, 2.96)
H (1.88, 0.39, 4.87)
H (-3.42, -0.61, 4.90)
H (0.33, -0.76, -1.03)
H (-0.42, 0.81, 2.87)
H (-1.05, -3.95, 2.91)
H (3.40, 1.99, -0.89)
H (2.25, 1.10, 2.57)
H (4.54, 1.45, -2.70)
H (-2.27, -0.46, 2.01)
H (-5.05, 1.48, 1.07)
H (-3.00, -1.88, 2.86)
H (-2.37, 2.48, -3.43)
H (2.19, -2.69, 1.01)
H (-3.19, 2.52, -5.72)
H (-5.10, -1.37, 1.93)
H (-1.97, -3.15, 1.22)
H (6.08, 0.52, -0.20)
H (-0.65, -3.33, -0.08)
H (-0.19, 1.53, 4.52)
H (-4.00, 2.35, -1.71)
H (3.74, -3.49, -3.30)
H (6.03, -3.00, -3.21)
H (-4.07, 4.38, -3.91)
H (-5.22, 1.49, -2.80)
H (-5.85, 0.20, -0.79)
H (-4.69, 4.39, -5.61)
H (5.86, 2.30, -0.31)
H (3.11, -0.47, 2.85)
H (-4.83, -1.30, -0.36)
H (2.06, -2.37, 2.77)
H (-2.98, 0.99, 4.17)

Summary:
multiplicity	1
SMILES string	[H]/N=C(\C)CN(CCCCCCCCCCCCCC)[C@](O)([C@@H](O[C@@H](N=C=O)[PH2]=N)[C@@H](F)CC)P(=O)(O)O
net charge	0

# 5
Here is a molecular structure, C16H26N10O2TeZr from the OMol25 dataset. Energies are from ωB97M-V with the def2-TZVPD basis set.

Element x y z (Å)
Te (3.56, 1.62, -0.93)
Zr (0.60, 0.27, 0.43)
O (2.29, 1.47, 0.76)
O (1.05, 2.21, 0.60)
N (0.69, 1.22, 3.37)
N (-1.49, 0.75, 1.34)
N (1.38, 2.77, 4.97)
N (-0.88, 1.24, -1.06)
N (2.07, -1.60, 0.46)
N (0.80, -0.53, -1.76)
N (1.59, 1.66, 4.18)
N (1.21, 0.12, 2.85)
N (2.67, 0.93, 4.28)
N (-0.74, -1.68, 0.99)
C (-0.46, 1.35, -2.32)
C (-1.72, 2.13, -0.52)
C (-1.66, 3.39, -2.53)
C (0.02, -2.94, 0.85)
C (-2.19, 1.69, 0.83)
C (0.41, 0.22, -2.73)
C (-3.43, 2.25, 1.44)
C (-0.84, 2.43, -3.10)
C (-1.34, -1.48, 2.34)
C (2.59, -1.98, -0.89)
C (-1.98, -0.07, 2.44)
C (1.60, -1.73, -2.02)
C (0.80, 0.03, -4.15)
C (-2.14, 3.23, -1.24)
C (1.48, -2.71, 1.24)
C (2.42, -0.04, 3.42)
H (2.20, 2.90, 5.55)
H (-2.09, -2.24, 2.54)
H (0.90, -2.56, -2.13)
H (-0.40, -3.73, 1.47)
H (-2.80, 3.97, -0.81)
H (-1.51, -1.70, 0.32)
H (-3.07, -0.15, 2.39)
H (-0.04, -3.26, -0.18)
H (-0.49, 2.54, -4.12)
H (1.85, 0.31, -4.27)
H (0.70, -1.01, -4.46)
H (1.22, 3.58, 4.38)
H (3.46, -1.37, -1.07)
H (2.04, -3.63, 1.11)
H (-0.55, -1.59, 3.07)
H (-1.95, 4.26, -3.11)
H (0.21, 0.64, -4.82)
H (2.89, -3.03, -0.89)
H (2.17, -1.66, -2.94)
H (2.89, -1.26, 0.96)
H (-3.82, 3.09, 0.88)
H (1.53, -2.45, 2.30)
H (-3.24, 2.55, 2.47)
H (-4.21, 1.48, 1.46)
H (-1.73, 0.38, 3.40)
H (3.10, -0.85, 3.24)

Summary:
multiplicity	1
energy relative to the best compared isomer or geometry (same formula, charge and spin)	46.85	kcal per mole
net charge	+2

# 6
Here is 2 unconnected molecules or ions with the total composition C5H14NO from the OMol25 dataset. Energies are from ωB97M-V with the def2-TZVPD basis set.

Element x y z (Å)
O (1.29, 3.24, -1.52)
N (1.36, 0.75, -2.02)
C (-0.29, -1.00, 1.15)
C (-2.53, -1.42, 2.34)
C (1.27, 0.12, -0.58)
C (-1.55, -1.97, 1.30)
C (0.29, -0.69, -0.25)
H (0.42, -1.63, 1.74)
H (-0.33, -0.01, 1.64)
H (-2.08, -1.95, 0.36)
H (1.47, 1.83, -1.68)
H (2.24, 0.24, -2.35)
H (-2.08, -1.13, 3.28)
H (-2.83, -0.40, 1.80)
H (0.51, 0.40, -2.58)
H (0.73, 3.79, -2.15)
H (-3.45, -1.81, 2.56)
H (0.35, -1.59, -0.88)
H (2.22, 0.18, -0.11)
H (-1.31, -3.10, 1.49)
H (1.13, 3.74, -0.65)

Summary:
multiplicity	1
energy relative to the best compared isomer or geometry (same formula, charge and spin)	109.95	kcal per mole
net charge	+1

Orbital gap (computed, hartree): 0.3073, 0.3619, 0.1711, 0.3226, 0.1960, 0.3331
LUMO level (computed, eV): 0.148, 0.756, 2.089, 0.015, -7.004, -3.921
Energy (computed, Ha): -1159.58353, -725.27566, -2339.53296, -2396.78912, -1637.89416, -328.51102